(1)
{"formula": "C35H39N2O4P3Pd", "method": "the ωB97M-V functional and the def2-TZVPD basis", "elements": ["O", "C", "H", "C", "H", "C", "H", "C", "H", "C", "H", "C", "C", "H", "H", "C", "H", "C", "H", "C", "H", "C", "C", "H", "H", "C", "C", "H", "C", "H", "C", "C", "C", "H", "C", "C", "H", "C", "H", "H", "N", "H", "H", "H", "C", "H", "C", "H", "C", "H", "C", "C", "H", "H", "C", "C", "H", "C", "H", "H", "Pd", "C", "O", "N", "P", "P", "H", "H", "C", "C", "C", "H", "H", "H", "C", "O", "H", "H", "H", "H", "O", "C", "P", "H"], "coordinates": [[1.039895, -1.211833, 1.656365], [-4.869256, 1.516044, 1.156174], [2.007901, -2.315218, 3.671521], [-1.129070, -3.860453, 3.413157], [-1.731252, -7.142927, -3.992494], [3.227785, -2.770677, 1.980734], [1.904808, -2.154271, -1.521565], [3.193044, -0.350713, 0.223752], [-0.837238, 0.887639, -3.799851], [-1.859938, -4.459882, -1.949679], [1.369014, -5.270011, 0.840642], [-0.695831, 3.248532, -1.894653], [0.410100, -5.225401, -2.219636], [6.117065, 1.318900, 0.457099], [-0.045947, 3.262277, -2.768971], [4.521000, 1.817299, -0.875404], [2.361552, -3.617991, -0.630111], [5.077872, -4.242686, 2.352684], [1.561666, 0.116988, -1.153697], [0.684803, -4.859693, 1.568623], [0.072737, 5.421595, 3.541968], [-0.241409, -4.860605, 3.779610], [-2.993385, 2.713124, 0.242901], [1.464817, -5.144390, -2.003476], [-1.612390, 3.787976, -2.137232], [-3.323848, 0.387466, -0.296847], [3.237577, 1.509926, -1.312601], [-1.778998, -2.556060, 1.821794], [5.126448, 1.060800, 0.114395], [2.767223, 2.111061, -2.077868], [-0.272883, 4.390458, 3.490503], [-0.504276, -4.340961, -1.659548], [-0.035903, -6.224697, -3.067533], [3.352494, -3.722772, 5.218230], [4.335487, -3.454558, 1.492904], [1.751829, -2.717633, -0.593286], [-0.703567, -0.157822, 2.715084], [-1.387553, -6.349164, -3.347547], [1.334701, -6.159019, 3.133287], [-4.439041, 3.573203, 1.560406], [-1.088257, 0.571995, 2.103790], [-1.954408, -0.212633, -2.972537], [5.298993, -4.962306, 4.355924], [-3.352604, -5.563962, -3.011766], [-2.299942, -5.462737, -2.794860], [4.618586, -3.362928, 0.453304], [-2.600807, 1.573621, -0.455468], [-2.495606, 1.418335, -3.443852], [-4.127535, 2.681623, 1.038401], [-1.353664, 4.386679, 3.340206], [-1.101055, -3.342813, 2.129861], [-1.654197, 0.828821, -3.079839], [-2.099103, 0.455508, 1.999883], [4.924205, -0.606839, 1.455532], [2.871877, -2.861651, 3.321442], [4.464099, -0.021753, 0.672576], [0.672099, -6.915404, -3.500147], [0.175697, 2.601844, 1.944431], [-5.032024, -0.539051, 0.585814], [-1.168495, 2.169290, 3.455355], [0.159189, 0.133947, 0.044331], [0.655738, -5.368955, 2.853985], [0.412582, 3.820187, 2.375618], [-0.786118, 1.865914, 2.567173], [-0.045562, -3.090439, -0.432691], [2.223992, -1.735734, 0.912534], [-5.759997, 1.503188, 1.765447], [-1.841889, -3.488614, 4.133401], [-4.459914, 0.368764, 0.491012], [2.585761, 0.415092, -0.772895], [3.620776, -3.650483, 4.175277], [-3.001853, -0.506320, -0.811539], [-0.178033, 3.736114, -1.070239], [-2.555983, -3.763869, -1.501647], [4.718147, -4.343888, 3.689202], [-0.818812, -1.819116, -0.611644], [-0.252010, -5.249730, 4.786127], [5.939655, -4.778655, 1.987933], [-2.423988, 3.626871, 0.156426], [5.042064, 2.655797, -1.311187], [0.791983, 2.178208, 0.973979], [-0.177900, -3.828386, 1.214940], [-1.098534, 1.514723, -1.475881], [-0.008578, 3.881628, 4.419626]], "atomic_forces_ev_per_a": [[-1.333, 1.173, -0.206], [0.111, 0.090, 0.033], [-0.057, -0.021, 0.102], [-0.104, 0.079, 0.022], [-0.027, -0.052, -0.079], [-0.206, 0.353, -0.282], [-0.004, -0.064, 0.215], [-0.228, -0.625, 0.106], [-0.002, -0.029, 0.012], [-0.037, 0.084, 0.044], [0.155, -0.085, -0.047], [0.456, -0.369, 0.331], [0.025, 0.059, 0.035], [0.073, 0.002, 0.016], [0.040, -0.044, 0.017], [-0.130, 0.007, -0.013], [0.034, -0.072, 0.035], [0.078, -0.074, -0.053], [1.250, 0.170, -0.529], [-0.139, 0.017, -0.081], [-0.040, -0.152, 0.009], [0.054, -0.023, -0.045], [0.133, -0.080, -0.220], [0.119, -0.014, -0.001], [-0.055, -0.151, 0.036], [-0.004, 0.168, -0.284], [-0.093, -0.105, 0.015], [-0.041, 0.038, 0.069], [0.050, 0.067, 0.013], [-0.020, 0.015, -0.034], [-0.147, 0.245, 0.322], [0.161, 0.437, 0.438], [0.040, -0.081, -0.007], [-0.032, -0.016, 0.080], [-0.007, -0.018, -0.019], [-0.551, 0.142, 0.451], [-0.090, 0.422, -0.201], [0.024, 0.029, 0.025], [0.066, -0.095, 0.030], [-0.041, 0.098, 0.037], [-0.123, 0.039, 0.390], [0.014, 0.014, 0.021], [0.071, -0.053, 0.051], [-0.069, 0.009, -0.023], [-0.040, 0.012, 0.034], [0.087, -0.043, -0.110], [0.146, -0.052, 0.023], [0.005, 0.065, 0.097], [-0.051, 0.023, 0.082], [0.013, -0.029, -0.052], [-0.019, 0.073, -0.052], [0.434, -0.233, 0.342], [0.314, 0.210, 0.063], [0.098, -0.030, 0.043], [-0.085, 0.171, -0.081], [-0.115, -0.044, 0.042], [0.045, -0.036, -0.042], [-0.529, -0.556, 0.068], [-0.090, -0.156, 0.000], [0.057, -0.094, -0.254], [-1.544, 0.421, 0.328], [0.007, -0.081, 0.030], [0.265, -0.042, -0.214], [-0.155, -0.068, 0.485], [1.016, -1.425, -0.146], [2.183, -0.436, -0.927], [-0.078, -0.011, 0.037], [-0.084, 0.040, 0.052], [0.002, -0.068, 0.040], [-0.053, -0.161, -0.141], [0.026, -0.011, 0.045], [0.002, -0.151, 0.010], [-0.011, 0.028, 0.011], [-0.140, -0.006, -0.027], [-0.052, 0.036, 0.026], [-0.479, 1.304, -0.024], [-0.036, -0.054, 0.084], [0.089, -0.048, -0.062], [0.013, 0.136, -0.012], [0.064, 0.067, -0.017], [0.133, -0.067, -0.464], [-0.140, 0.066, -0.468], [-0.684, -0.259, 0.374], [0.016, -0.023, -0.059]], "mulliken_charge": [-0.41, -0.52, 0.32, -0.86, 0.41, 0.63, 0.68, 1.21, 0.47, -0.55, 0.41, -1.45, -0.25, 0.45, 0.48, -0.78, 0.84, -0.89, -0.47, -0.31, 0.27, -0.67, -0.27, 0.32, 0.50, -0.67, -0.64, 0.56, -0.73, 0.51, -0.89, 0.79, -0.81, 0.46, -0.67, -1.17, 0.34, -0.54, 0.48, 0.46, -0.54, 0.33, 0.45, 0.43, -0.70, 0.51, 0.63, 0.46, -0.80, 0.35, -0.49, -1.22, 0.34, 0.48, -0.35, -0.84, 0.43, 0.36, 0.46, 0.27, -0.15, -0.70, -0.31, -0.13, -0.30, 1.93, 0.44, 0.47, -0.57, 0.03, -0.66, 0.03, 0.35, 0.34, -0.51, 0.25, 0.46, 0.44, 0.44, 0.42, -0.21, 0.80, 1.15, 0.36], "gap_ev": [6.792, 7.168], "de_lowest_kcal_mol": 47.69, "homo_ev": [-13.953, -13.956], "charge": 2}

=====

(2)
{"formula": "C35H39N4OOsS", "method": "the ωB97M-V functional and the def2-TZVPD basis", "elements": ["C", "C", "H", "H", "H", "H", "C", "H", "H", "H", "C", "N", "H", "S", "H", "N", "H", "Os", "C", "C", "C", "H", "H", "H", "H", "C", "H", "C", "H", "H", "C", "C", "H", "H", "H", "C", "C", "C", "H", "H", "H", "H", "H", "H", "H", "C", "N", "H", "C", "C", "C", "C", "H", "C", "H", "H", "H", "C", "O", "C", "C", "N", "H", "C", "C", "H", "H", "C", "C", "C", "H", "C", "H", "H", "C", "C", "C", "H", "C", "C", "C"], "coordinates": [[3.191530, 3.179404, -2.437442], [5.287858, 2.002617, -1.031765], [-4.265296, 0.405809, -0.123008], [-3.321604, 1.557559, 3.137393], [-0.603964, 1.969844, 4.262250], [-2.630313, 6.211564, 2.165169], [5.529858, 2.652756, -2.240519], [1.230773, -1.005615, 3.301133], [-4.553116, 0.294062, 2.947140], [-1.937443, -5.525675, -4.805553], [-0.806618, -0.197858, -0.384241], [-0.318549, 0.391185, 2.893796], [0.505192, 3.502396, 2.678734], [7.188544, 2.772388, -2.871238], [-0.373614, 6.002869, 3.337619], [-1.389845, 3.359425, 1.670083], [1.365794, -2.691691, 0.062534], [-1.074992, 1.421859, 0.710730], [6.602370, 0.039116, -3.434458], [4.000858, 1.922921, -0.538984], [0.785092, -0.473026, 2.451588], [-1.101185, -5.043263, -2.541160], [1.058897, 1.764019, 3.685968], [-4.591726, -1.007478, 0.897879], [-3.771618, 4.888915, 0.049134], [2.933234, 2.497848, -1.246260], [1.545088, 0.141037, 1.971074], [-2.360958, -0.896203, 2.283565], [1.879400, -4.213572, 1.938707], [-3.503888, 3.138905, 0.104674], [0.155869, 1.238790, 3.989910], [-1.910269, -4.507257, -4.442830], [4.692310, 3.783472, -3.848986], [-1.768739, -0.857541, -3.191792], [7.076339, -0.939573, -3.380272], [0.661981, -3.461996, 0.351290], [7.670042, 1.091205, -3.349965], [0.066254, -5.340331, 1.727643], [6.113323, 1.567442, -0.483868], [0.425927, -1.198037, 1.727628], [-4.480238, 3.946647, 1.356682], [-2.338134, -4.738001, -0.576187], [5.846021, 0.126250, -2.662639], [-2.654251, -3.683967, -6.277708], [-2.592830, -1.354371, -5.470824], [-0.526157, -3.597081, -0.373991], [-2.970707, 0.210435, 1.531449], [-1.802409, -6.281251, 1.260821], [-1.823824, -1.877817, -3.547973], [-1.405215, -4.631188, -0.037712], [0.954034, -4.327591, 1.389791], [-2.320314, -3.470593, -5.271715], [-3.141676, -1.533876, 2.720545], [-0.425295, 3.979546, 2.437868], [3.801216, 1.413631, 0.394367], [-3.192506, -0.995532, -0.187361], [2.376518, 3.638141, -2.980140], [-3.877022, 0.970155, 2.408270], [8.817662, 0.934810, -3.650285], [-2.274534, -2.156419, -4.819137], [-3.800365, -0.380813, 0.469550], [-2.067461, 5.378450, 2.157366], [0.290869, -6.007560, 2.548495], [1.620687, 2.316766, -0.728036], [-1.401954, -2.914767, -2.694065], [0.395038, 0.634123, 4.872006], [-2.013360, 0.186740, 4.099464], [-0.876376, -2.597072, -1.393679], [-0.837113, 5.233539, 2.748512], [-1.454240, -4.237483, -3.168879], [-1.082622, -1.294094, 3.931496], [4.484521, 3.257851, -2.926778], [-1.795470, -1.509118, 1.579903], [-4.484484, 1.645835, 1.810508], [-0.763531, -1.303140, -0.956734], [-1.109202, -5.490886, 1.005816], [-1.450452, -0.416081, 3.386406], [6.109875, 0.131114, -4.404117], [0.552494, 2.082500, -0.188573], [-3.606047, 4.038087, 0.710361], [-2.363941, 4.235785, 1.503561]], "atomic_forces_ev_per_a": [[-0.006, -0.013, 0.126], [-0.089, 0.161, 0.018], [0.044, 0.040, 0.019], [0.024, 0.033, -0.062], [0.005, -0.030, -0.028], [-0.041, -0.018, -0.006], [0.259, -0.086, -0.058], [-0.082, 0.041, 0.054], [-0.003, 0.007, -0.032], [0.019, -0.015, 0.031], [-0.421, 1.178, 1.622], [-0.576, 0.359, -1.544], [-0.018, 0.032, -0.081], [0.095, -0.008, 0.045], [-0.007, 0.076, -0.051], [0.019, -0.128, 0.089], [-0.016, 0.053, 0.044], [0.117, -2.489, 0.092], [0.114, -0.327, -0.045], [0.008, 0.063, -0.199], [0.228, -0.123, -0.108], [0.016, -0.027, -0.037], [0.000, -0.048, -0.012], [0.009, 0.045, 0.065], [-0.002, -0.032, -0.049], [0.215, -0.140, -0.080], [-0.023, -0.009, -0.011], [0.205, -0.197, 0.034], [0.025, -0.013, -0.016], [-0.056, 0.008, 0.011], [0.071, 0.336, 0.011], [-0.099, -0.025, -0.179], [-0.026, -0.019, -0.036], [-0.023, 0.024, -0.017], [0.030, 0.019, -0.041], [-0.042, 0.024, -0.172], [-0.292, 0.412, 0.029], [-0.011, 0.062, -0.041], [0.017, -0.002, 0.007], [-0.036, 0.027, -0.002], [0.003, -0.046, -0.017], [-0.008, -0.007, 0.005], [-0.014, 0.056, 0.024], [-0.046, -0.009, -0.007], [0.021, 0.031, 0.010], [0.064, -0.471, 0.215], [-0.053, 0.547, 0.104], [-0.018, 0.009, 0.005], [0.100, -0.129, 0.232], [-0.016, 0.107, -0.126], [0.046, -0.031, 0.055], [0.083, -0.020, 0.093], [-0.020, 0.048, 0.005], [-0.006, 0.297, 0.042], [-0.002, -0.014, 0.000], [0.062, 0.013, 0.000], [-0.027, -0.010, 0.011], [-0.050, 0.063, 0.212], [0.008, -0.133, 0.005], [-0.097, 0.003, -0.112], [-0.059, -0.010, -0.214], [0.043, -0.066, -0.066], [0.008, -0.032, -0.013], [-0.474, 0.169, 0.221], [-0.163, -0.263, -0.832], [-0.025, -0.083, -0.083], [0.044, 0.000, 0.001], [-0.030, 1.324, 0.842], [0.171, -0.142, 0.136], [0.180, 0.205, 0.228], [0.088, 0.089, 0.037], [0.055, -0.071, 0.017], [-0.033, -0.002, -0.038], [0.075, -0.013, -0.025], [0.229, -1.106, -0.766], [-0.034, -0.069, 0.096], [-0.192, -0.107, 0.077], [-0.009, 0.054, -0.004], [0.567, 0.510, 0.265], [0.046, 0.144, 0.008], [-0.165, -0.085, -0.033]], "mulliken_charge": [-0.64, -0.68, 0.29, 0.28, 0.47, 0.19, -0.14, 0.49, 0.32, 0.40, -0.98, 0.62, 0.52, -0.12, 0.43, 0.18, 0.59, 2.14, -0.84, -0.32, -1.11, 0.53, 0.34, 0.41, 0.50, 0.60, 0.16, -0.27, 0.46, 0.14, -1.56, -0.92, 0.45, 0.40, 0.30, -0.25, 0.63, -0.55, 0.47, 0.21, 0.32, 0.63, 0.27, 0.41, 0.41, 0.32, 0.27, 0.43, -0.40, -0.51, -0.53, -0.38, 0.57, -0.60, 0.42, 0.23, 0.47, -1.16, -0.51, -0.81, -1.00, -0.01, 0.44, 0.08, 0.82, 0.43, 0.52, 0.59, -0.70, -0.25, 0.44, -0.42, -0.34, 0.33, -0.50, -0.80, -1.16, 0.26, -0.79, -1.38, 0.48], "gap_ev": [5.288, 5.287], "de_lowest_kcal_mol": 36.62, "homo_ev": [-9.420, -9.419], "charge": 1}

=====

| no. | electronic energy (hartree) |
| --- | --- |
| 1 | -2919.12948 |
| 2 | -2139.86151 |